Below is a cluster of 40 separate species, H80O40 in total in a non-equilibrium geometry, with properties calculated with ωB97M-V/def2-TZVPD.

LUMO level = -0.0164 Eh
E = -3057.363780 a.u.
E_HOMO = -0.380 hartree
ΔE to the lowest compared entry with this formula, charge and spin = 1033.3 kJ/mol
Kohn-Sham gap = 9.905 eV

Geometry as ORCA input:
```
! wB97M-V def2-TZVPD RIJCOSX def2/J DEFGRID3
* xyz 0 1
H -1.75326 3.31724 -3.45797
H -2.90155 2.99166 -2.62857
O -2.45510 2.65261 -3.39611
H -4.28875 -1.84999 4.72314
H -4.00544 -2.80761 3.61244
O -4.45320 -1.96931 3.78294
H -2.48226 -0.45615 -3.82756
H -1.32087 0.64299 -3.86045
O -1.53777 -0.21374 -3.50332
H -2.45046 -4.59746 1.27675
H -4.06409 -4.22707 1.59247
O -3.25497 -4.62613 1.83015
H 2.74424 -2.49042 3.53799
H 2.20657 -3.74466 4.04920
O 3.06804 -3.40187 3.76148
H 3.09021 2.06316 0.05957
O 2.42492 1.65711 0.66688
H 3.91181 0.38206 0.75529
O 4.67260 0.63552 0.08302
H 0.96618 3.57583 4.04396
H 0.99666 5.05363 4.58764
O 0.46704 4.27240 4.47542
H -4.07911 -1.75401 -3.63281
H -4.44205 -3.19483 -3.04440
O -3.87707 -2.72842 -3.70115
H -2.41070 4.15119 0.43877
H -3.03015 2.84861 -0.45317
O -2.41554 3.57892 -0.33487
H -5.28365 4.26296 1.58414
H -3.96297 4.32038 2.20105
O -4.48686 3.70958 1.76684
H 2.65679 0.12242 -4.60622
O 3.22032 -0.70180 -4.62014
H -1.23725 5.07168 3.08434
H -1.92798 3.97055 2.40460
O -2.03159 4.93864 2.47011
H -4.56610 1.10220 -1.70690
H -4.64316 -0.06452 -2.57698
O -4.70504 0.96303 -2.70874
H 0.87668 -5.49794 0.88098
H -0.32240 -5.95423 0.30191
O -0.11437 -5.13922 0.77606
H -1.25054 -5.75799 -2.68124
H -0.96678 -4.27592 -2.33651
O -1.70163 -4.97053 -2.38904
H 1.28085 -2.18488 -5.75060
H -0.03506 -2.29764 -6.25205
O 0.73403 -2.87320 -6.17222
H 6.55506 -1.17416 -0.01523
H 5.82753 -0.62550 -1.16939
O 6.43027 -1.34179 -1.01113
H -2.66508 2.06677 2.55124
O -1.88100 2.11409 1.92122
H -2.77309 -0.01426 4.28314
H -2.20204 1.21087 5.08904
O -2.58719 0.90188 4.18462
H 1.40988 -0.24591 3.70618
O 2.32668 -0.06830 3.81407
H -4.83100 1.50919 1.36393
H -5.50326 0.27169 0.67700
O -4.94397 1.02454 0.52580
H 2.43273 -0.39804 -2.38116
H 1.18321 0.55006 -2.26099
O 2.12640 0.45535 -2.13623
H -2.43532 -0.48793 -1.45820
H -3.05962 -1.86518 -1.31510
O -3.21564 -0.94093 -1.04870
H -2.06878 6.25489 -1.19496
H -1.60565 4.87594 -1.67569
O -1.52538 5.82054 -1.85483
H 3.50723 -3.96169 2.07700
H 3.71273 -3.71888 0.59477
O 3.35856 -4.39110 1.23056
H 1.82682 2.79912 -4.00999
H 0.76060 2.18045 -5.01508
O 1.59826 1.98830 -4.47924
H -3.62525 -1.57420 0.77932
H -3.06587 -0.46199 1.89229
O -3.10839 -1.40048 1.58987
H 1.19920 -3.19564 -2.51570
H 0.41209 -3.25524 -1.34966
O 0.80405 -2.54349 -1.83466
H -0.31019 0.15363 4.66446
H -0.11305 -0.82390 5.90930
O -0.72055 -0.51538 5.22474
H 5.76069 -2.23032 2.65364
H 4.92067 -0.96415 2.74376
O 5.42828 -1.53647 2.09041
H -1.00621 4.08731 -4.25043
O -0.08037 3.97585 -4.48750
H -0.49116 3.45339 0.47308
H 0.35707 2.91372 -0.72019
O 0.46136 3.29599 0.19275
H -1.41561 1.60120 2.62913
H 2.03298 1.28391 -0.13479
H 2.67592 0.73436 4.18399
H 4.10380 1.09891 -0.52580
H 3.05654 -1.12242 -5.47156
H 0.46802 4.71927 -4.75461
O 4.76959 -2.08475 -3.10236
H 4.36714 -1.20703 -3.27620
H 5.50106 -1.94264 -2.48384
O 3.22251 2.38435 2.97948
H 2.75613 2.03179 2.17161
H 4.10718 2.44657 2.64828
O 0.40709 -1.01359 0.48179
H 0.48765 -0.98971 1.50972
H 0.93017 -1.74602 0.15195
O 0.02258 -3.06515 4.36798
H 0.22062 -2.09435 4.27439
H -0.05081 -3.32585 3.44743
O -0.77143 -1.30585 2.42166
H -0.98536 -1.53704 1.52782
H -1.34509 -1.22069 3.21551
O 2.84285 -3.90214 -2.37277
H 3.37920 -4.42129 -1.79662
H 3.34620 -3.32080 -2.94602
O 2.14656 4.68423 -2.76916
H 1.37698 5.29706 -2.59328
H 2.90699 5.34418 -2.93801
*
```

=====

Below is a cluster of 40 separate species, H80O40 in total in a non-equilibrium geometry, with properties calculated with ωB97M-V/def2-TZVPD.

LUMO level = -0.0141 Eh
E = -3057.350597 a.u.
E_HOMO = -0.377 hartree
ΔE to the lowest compared entry with this formula, charge and spin = 1067.9 kJ/mol
Kohn-Sham gap = 9.865 eV

Geometry as ORCA input:
```
! wB97M-V def2-TZVPD RIJCOSX def2/J DEFGRID3
* xyz 0 1
H 4.38424 -1.79880 -1.57526
H 3.00183 -2.03200 -1.48479
O 3.68428 -1.95939 -0.81663
H 5.26283 2.19563 -1.05798
H 5.32936 3.34787 -2.26247
O 5.81054 2.75790 -1.68885
H 0.97232 -5.16891 -3.99700
H 2.54550 -5.27985 -3.58557
O 1.82647 -4.74089 -3.89519
H -0.60308 -4.32770 1.10849
H -1.16789 -5.34702 0.24119
O -0.32051 -4.93561 0.41476
H -2.12029 1.77129 -3.13998
H -3.28083 1.87026 -4.02270
O -2.43464 1.40358 -4.00361
H -3.05643 -3.80515 0.66969
O -2.76781 -4.37597 1.37317
H 1.34336 -2.04982 4.64819
O 1.32321 -2.65681 5.39345
H 1.84786 -0.03939 0.00880
H 1.10405 1.01467 -0.99786
O 1.39655 0.86518 -0.11121
H -3.73928 -0.70561 -0.95899
H -5.22669 -0.65527 -0.16144
O -4.27270 -0.51804 -0.10177
H 1.38799 -5.41675 1.52731
H 2.85012 -5.73934 1.25634
O 1.96940 -6.08277 1.21285
H 3.47231 2.03050 0.69873
H 3.64764 3.48237 1.31259
O 3.01484 2.72641 1.19011
H -5.42843 3.42898 1.70192
O -5.11345 4.24902 2.02619
H -0.44414 -1.04228 -1.44548
H -0.83767 -2.28300 -2.58347
O -0.75137 -1.32419 -2.27224
H 4.75930 -2.26699 2.74036
H 4.79687 -3.13221 1.55774
O 5.29750 -2.84537 2.32299
H -2.48748 5.86987 -2.48959
H -0.91996 5.90330 -2.99486
O -1.76980 5.37164 -2.96803
H -0.52165 -1.13790 0.53337
H -1.75435 -1.92996 1.42729
O -1.14625 -1.92356 0.61604
H -2.14024 0.02395 0.36998
H -1.35884 1.03720 0.94791
O -1.36344 0.49019 0.13981
H -1.66670 5.13662 0.74273
H -1.60799 6.62716 0.91504
O -1.15353 5.80062 1.14171
H 2.03699 1.69677 3.80493
O 1.78265 1.23925 2.97766
H 4.13171 -2.14318 -3.54656
H 5.31636 -1.10107 -3.30047
O 4.68170 -1.67744 -2.97168
H -2.57266 1.31249 -1.04260
O -2.32825 2.18049 -1.55830
H -2.33199 -0.99671 -2.61485
H -3.40509 0.01644 -3.06531
O -3.32159 -0.72089 -2.46383
H 1.03675 2.07183 -4.72009
H 2.36825 1.49493 -5.53609
O 2.01591 2.16960 -4.96896
H 3.81438 -0.28157 -0.20131
H 4.80284 0.29211 0.88739
O 4.19304 0.52450 0.19339
H 0.70205 -4.03531 -1.60201
H 1.76098 -3.73766 -2.69736
O 1.34585 -3.38936 -1.89564
H -1.16841 -3.33215 5.30829
H -1.52703 -2.14093 4.69848
O -1.47068 -3.12285 4.43995
H -0.29361 -6.17704 -2.08432
H -1.63111 -5.34613 -2.50042
O -0.73429 -5.54539 -2.75669
H 1.33134 -2.17542 -5.20292
H 0.65640 -1.08777 -4.29969
O 1.45563 -1.51592 -4.53800
H 2.44323 -2.11253 1.22659
H 1.12875 -2.70308 0.82167
O 1.58365 -1.81359 0.94380
H -0.47608 2.55215 0.88261
H -0.15987 4.05999 0.13433
O -0.45378 3.19510 0.04930
H 0.10219 0.91226 2.38418
H -0.15469 2.39840 2.81779
O -0.55425 1.61968 2.36435
H -4.36900 -2.24999 2.27829
O -5.07945 -2.82881 2.22660
H 3.79615 -0.93944 4.02472
H 2.46384 -1.96088 3.65475
O 3.29994 -1.64249 3.72582
H 2.47398 1.71029 2.40862
H -3.48080 -4.77485 1.80789
H -1.32830 2.12151 -1.55876
H 2.19288 -2.98742 5.44796
H -4.19367 4.29576 2.29882
H -5.57536 -3.01996 2.98924
O -5.92633 -2.28728 -1.73162
H -5.25938 -1.57206 -2.01929
H -5.54958 -2.99864 -1.17994
O 0.82947 3.97779 2.18010
H 1.76020 3.82835 1.80227
H 0.47454 4.79765 1.65933
O -3.73947 1.34364 2.01334
H -3.98294 0.63240 1.39114
H -2.88191 1.07285 2.36919
O 0.49768 5.73517 -1.45867
H 0.71432 6.13074 -0.66148
H -0.30296 5.26164 -1.57724
O 3.12754 2.81635 -1.82464
H 2.56212 2.86265 -2.55107
H 2.79771 2.51632 -1.04087
O -2.81584 4.09487 0.42050
H -3.65169 3.70111 0.17529
H -2.22085 3.52793 0.00226
O -1.46846 3.52089 4.44848
H -1.14269 4.01933 5.21720
H -2.42092 3.41991 4.56986
*
```

=====

- Which of these has the highest LUMO level?
  number 2

=====

- Among the records above, which one has the highest Kohn-Sham gap?
  number 1

=====

- Among the records above, which one has the highest Kohn-Sham gap?
  number 1